<w>
{"formula": "C7H8", "method": "wB97M-V/def2-TZVPD", "species": ["H", "C", "C", "H", "H", "C", "H", "H", "C", "H", "H", "C", "C", "C", "H"], "coordinates": [[-0.89, 2.10, 0.17], [0.69, -0.50, -1.48], [-0.24, -1.00, 1.37], [1.16, -0.26, -2.44], [1.35, 1.31, -0.58], [0.33, -1.75, -1.55], [0.77, 0.81, 1.72], [-1.61, 0.56, -0.36], [-0.81, 1.27, -0.55], [1.76, -0.48, 1.03], [-1.82, -2.51, 1.97], [0.55, 0.58, -0.42], [-1.08, -1.80, 1.68], [0.77, -0.01, 0.99], [-0.94, 1.68, -1.55]], "homo_lumo_gap_ev": 10.0, "lumo_energy_ha": 0.000, "e_homo_ev": -10.00}

<x>
{"formula": "C7H8", "method": "wB97M-V/def2-TZVPD", "species": ["H", "H", "H", "H", "C", "H", "C", "C", "C", "C", "H", "H", "H", "C", "C"], "coordinates": [[2.04, 0.12, -0.97], [2.42, 0.86, 0.77], [1.37, 1.86, -0.36], [0.74, -0.69, 2.77], [-1.38, 0.40, -1.10], [-1.96, 1.09, -0.51], [0.27, -0.60, 1.77], [1.70, 0.77, -0.04], [0.54, -0.03, 0.57], [-0.92, -1.16, 1.19], [-0.66, 1.20, -1.45], [0.12, -1.39, -0.92], [-2.01, -0.14, -1.70], [-0.53, -0.64, -0.33], [-1.71, -1.66, 0.33]], "homo_lumo_gap_ev": 9.6, "lumo_energy_ha": 0.028, "e_homo_ev": -8.79}

<y>
{"formula": "C7H8", "method": "wB97M-V/def2-TZVPD", "species": ["H", "H", "H", "C", "H", "C", "C", "H", "H", "C", "C", "C", "H", "H", "C"], "coordinates": [[0.66, -1.29, 1.18], [-0.71, 0.93, 1.92], [-0.12, 1.77, -1.78], [-0.03, 0.54, 0.02], [1.55, -0.83, -0.28], [-0.98, -2.50, -0.21], [0.20, 0.85, -1.40], [-1.05, -3.58, 0.03], [-0.35, 2.58, 0.82], [0.62, -0.75, 0.25], [-1.02, 0.01, -0.96], [-0.59, -1.37, -0.57], [1.09, 0.33, -1.85], [0.81, 1.78, 1.63], [-0.09, 1.52, 1.19]], "homo_lumo_gap_ev": [7.1, 8.7], "lumo_energy_ha": [-0.020, 0.009], "e_homo_ev": [-7.62, -8.46]}

Bottom line: <w>, by a margin of 16.9 kcal/mol.

<w>
{"formula": "C2H6O2", "method": "wB97M-V/def2-TZVPD", "species": ["O", "H", "H", "C", "O", "H", "H", "C", "H", "H"], "coordinates": [[0.23, 0.08, 2.61], [0.18, -0.86, -2.67], [0.83, -0.19, 3.33], [0.43, -0.48, -1.67], [1.55, -0.47, -1.25], [0.47, 1.03, 2.48], [-0.60, -0.32, 0.10], [-0.70, 0.12, -0.89], [-0.73, 1.21, -0.77], [-1.66, -0.13, -1.29]], "s_squared": 0.76, "homo_lumo_gap_ev": [8.6, 4.9], "lumo_energy_ha": [-0.241, -0.374], "e_homo_ev": [-15.13, -15.12], "spin_multiplicity": 2, "charge": 1}

<x>
{"formula": "C2H6O2", "method": "wB97M-V/def2-TZVPD", "species": ["H", "O", "H", "H", "H", "C", "H", "O", "H", "C"], "coordinates": [[-0.15, -0.65, 2.01], [-0.49, 0.07, 2.54], [-0.82, -0.46, -2.02], [0.92, 1.17, 0.01], [-0.79, 1.61, -0.36], [0.01, 0.88, -0.51], [-0.10, 0.89, 2.21], [0.80, -1.21, -1.03], [0.70, -2.00, -1.59], [-0.07, -0.30, -1.24]], "s_squared": 0.76, "homo_lumo_gap_ev": [10.1, 6.6], "lumo_energy_ha": [-0.200, -0.325], "e_homo_ev": [-15.52, -15.47], "spin_multiplicity": 2, "charge": 1}

Bottom line: <x>, by a margin of 9.0 kcal/mol.

<w>
{"formula": "C7H10O", "method": "wB97M-V/def2-TZVPD", "species": ["C", "H", "H", "H", "H", "C", "H", "H", "C", "C", "H", "C", "H", "H", "O", "C", "H", "C"], "coordinates": [[-2.65, 0.10, 0.42], [-1.92, -1.16, -1.19], [1.48, 2.54, -1.24], [-3.56, 0.39, -0.12], [1.32, -1.36, 2.06], [0.86, 1.72, -0.96], [-2.20, 0.94, 0.98], [0.09, 1.97, -0.24], [-1.61, -0.55, -0.44], [1.70, 0.53, -0.52], [2.67, -1.32, 0.95], [-0.34, -0.53, -0.17], [0.33, 1.49, -1.83], [-3.02, -0.67, 1.12], [2.91, 0.48, -0.56], [0.96, -0.51, 0.17], [1.37, -2.46, 0.56], [1.62, -1.61, 1.03]], "smiles": "CC=C=C(C)C(C)=O", "homo_lumo_gap_ev": 9.9, "lumo_energy_ha": 0.024, "e_homo_ev": -9.24}

<x>
{"formula": "C7H10O", "method": "wB97M-V/def2-TZVPD", "species": ["H", "C", "H", "H", "C", "O", "C", "C", "H", "H", "H", "H", "C", "H", "C", "H", "C", "H"], "coordinates": [[0.29, -0.35, -1.14], [-3.21, -0.40, -0.96], [1.77, 1.91, 0.48], [1.06, 1.18, 2.00], [1.13, 1.15, 0.91], [1.41, -2.35, -0.15], [-1.70, -0.56, 1.28], [0.22, 0.68, -1.38], [1.15, 1.11, -1.58], [1.02, -2.74, -0.86], [-0.58, 1.04, -2.00], [-0.39, 2.26, -0.18], [-2.45, -0.15, -0.01], [1.40, 0.08, 0.78], [-1.14, 0.38, 0.59], [1.85, -3.05, 0.35], [-0.13, 1.27, 0.00], [-1.70, -1.45, 1.88]], "homo_lumo_gap_ev": 8.9, "lumo_energy_ha": 0.013, "e_homo_ev": -8.50}

<y>
{"formula": "C7H10O", "method": "wB97M-V/def2-TZVPD", "species": ["H", "C", "H", "C", "C", "C", "H", "H", "H", "H", "O", "H", "H", "C", "C", "H", "H", "C"], "coordinates": [[2.80, 1.04, 0.47], [-2.29, 0.78, -0.45], [0.70, 0.80, 1.29], [-0.43, -0.94, 0.65], [-1.60, -1.41, 0.09], [-2.49, -0.58, -0.50], [-2.89, 1.58, -0.96], [-1.73, -2.49, -0.08], [4.05, -0.11, -0.10], [-1.06, 2.39, 0.09], [2.09, -0.68, -0.54], [2.89, 0.78, -1.22], [-3.32, -0.94, -1.12], [3.02, 0.25, -0.27], [-1.18, 1.34, 0.22], [0.29, -1.65, 1.14], [1.45, -0.64, 0.48], [-0.28, 0.46, 0.82]], "smiles": "c1ccccc1.CO", "homo_lumo_gap_ev": 10.4, "lumo_energy_ha": 0.034, "e_homo_ev": -9.46}

<z>
{"formula": "C7H10O", "method": "wB97M-V/def2-TZVPD", "species": ["C", "C", "H", "O", "C", "C", "H", "H", "H", "H", "H", "H", "C", "H", "C", "H", "C", "H"], "coordinates": [[1.57, -1.14, 0.12], [-1.42, -1.16, 0.02], [-1.78, -1.37, 1.04], [-1.89, 0.12, -0.60], [-1.06, 1.21, 0.10], [0.69, 1.31, -0.22], [-1.46, 2.02, 0.52], [0.04, -0.51, -0.96], [2.05, -1.66, -0.85], [0.13, 0.23, 1.91], [-1.77, -2.01, -0.45], [2.00, -1.20, 1.20], [0.10, -0.88, 0.12], [0.76, 2.43, 0.21], [1.89, 0.28, -0.37], [2.51, 0.11, -1.42], [-0.12, 0.36, 0.80], [2.75, 1.17, 0.20]], "homo_lumo_gap_ev": 9.6, "lumo_energy_ha": 0.036, "e_homo_ev": -8.58}

Bottom line: <w>, by a margin of 12.0 kcal/mol.

<w>
{"formula": "C3H4NS", "method": "wB97M-V/def2-TZVPD", "species": ["C", "S", "H", "H", "H", "N", "H", "C", "C"], "coordinates": [[-0.16, -1.07, -0.02], [1.51, -0.55, 0.03], [-0.67, -1.54, -0.79], [-0.39, -1.54, 0.87], [1.86, 1.84, 0.05], [-0.23, 1.34, -0.03], [-2.02, 0.13, -0.08], [-0.97, 0.28, -0.01], [1.09, 1.11, -0.03]], "homo_lumo_gap_ev": 9.2, "lumo_energy_ha": -0.258, "e_homo_ev": -16.22, "charge": 1}

<x>
{"formula": "C3H4NS", "method": "wB97M-V/def2-TZVPD", "species": ["H", "C", "C", "H", "H", "C", "N", "H", "S"], "coordinates": [[-1.34, 0.91, -0.20], [-0.44, -0.06, 2.10], [-0.03, 2.79, 1.57], [-0.22, -1.05, 0.47], [1.15, -0.08, 0.73], [-0.32, 0.77, -0.29], [0.18, -0.10, 0.78], [-0.23, 0.61, -1.42], [0.39, 2.49, 0.03]], "homo_lumo_gap_ev": [6.2, 6.3], "lumo_energy_ha": [-0.266, -0.262], "e_homo_ev": [-13.42, -13.44], "charge": 1}

<y>
{"formula": "C3H4NS", "method": "wB97M-V/def2-TZVPD", "species": ["N", "C", "H", "S", "H", "H", "C", "C", "H"], "coordinates": [[-0.10, 0.14, -0.32], [0.39, 0.14, -1.49], [-0.20, -1.40, 1.03], [1.92, -1.44, -0.12], [0.79, -0.09, 1.62], [0.00, 0.88, -2.16], [0.51, -0.60, 0.70], [1.69, -0.96, -1.62], [-0.87, 0.64, -0.01]], "homo_lumo_gap_ev": 8.3, "lumo_energy_ha": -0.229, "e_homo_ev": -14.58, "charge": 1}

<z>
{"formula": "C3H4NS", "method": "wB97M-V/def2-TZVPD", "species": ["N", "C", "H", "C", "H", "H", "H", "S", "C"], "coordinates": [[0.88, -0.36, -0.25], [0.78, 0.38, 0.79], [-0.56, -1.56, -1.53], [-0.26, -0.67, -0.89], [1.39, -1.32, -0.13], [-2.30, -0.48, -1.22], [0.83, 2.21, 2.26], [-1.53, 0.37, -0.48], [0.77, 1.44, 1.46]], "homo_lumo_gap_ev": 8.8, "lumo_energy_ha": -0.220, "e_homo_ev": -14.78, "charge": 1}

Bottom line: <w>, by a margin of 40.9 kcal/mol.